No. 1
# C42H32AsF6IrN3O10S2

C42H32AsF6IrN3O10S2 as an isolated structure (wB97M-V/def2-TZVPD, OMol25).

Positions of all 97 atoms, in Å:
Ir: -0.1009 0.7750 0.1680
C: 3.9022 0.8315 1.8776
O: 3.6094 0.9911 3.2633
C: 2.3892 1.4571 3.6658
C: 2.3929 2.1789 4.8458
C: 1.2162 2.6459 5.4217
C: 0.0182 2.3819 4.7968
C: -0.0220 1.6631 3.5960
C: -1.3337 1.4092 3.0323
N: -1.5719 0.9139 1.8778
N: -2.8908 0.6925 1.5473
C: -2.9832 0.2234 0.3292
O: -1.9885 0.0070 -0.4595
C: -4.3269 -0.1265 -0.2005
C: -4.4222 -0.6731 -1.4763
C: -5.6633 -1.0276 -1.9841
C: -6.8086 -0.8378 -1.2243
C: -6.7138 -0.2881 0.0495
C: -5.4761 0.0676 0.5614
C: 1.1682 1.1767 2.9980
O: 1.1705 0.4378 1.9166
H: 4.9899 0.8051 1.8173
H: 3.5221 1.6630 1.2848
H: 3.4864 -0.0939 1.4846
H: 3.3541 2.3617 5.3108
H: 1.2486 3.2110 6.3439
H: -0.9153 2.7297 5.2250
H: -2.1980 1.6566 3.6496
H: -3.5241 -0.8190 -2.0631
H: -5.7292 -1.4516 -2.9786
H: -7.7771 -1.1132 -1.6241
H: -7.6072 -0.1353 0.6423
H: -5.3834 0.4951 1.5505
O: 0.8454 5.4512 1.5222
C: 1.9229 5.3545 0.7299
C: 2.7704 6.4622 0.6489
C: 3.8938 6.4214 -0.1504
C: 4.2078 5.2818 -0.8897
C: 3.3776 4.1832 -0.8103
C: 2.2357 4.1996 -0.0085
C: 1.3869 2.9921 0.0625
O: 1.7349 1.9282 -0.5222
O: 0.3097 3.0084 0.7407
H: 0.3589 4.5958 1.4589
H: 2.5184 7.3414 1.2272
H: 4.5384 7.2906 -0.2020
H: 5.0884 5.2594 -1.5175
H: 3.5849 3.2803 -1.3699
C: -3.4687 -4.2440 -1.2530
C: -2.5097 -3.7866 -2.1435
C: -1.3683 -3.1503 -1.6733
C: -1.1827 -2.9797 -0.3068
C: -2.1529 -3.4276 0.5861
C: -3.2916 -4.0603 0.1126
As: 0.2984 -1.9033 0.3093
C: 0.6845 -2.5709 2.0843
C: 1.7581 -3.4079 2.3588
C: 2.0308 -3.7833 3.6684
C: 1.2339 -3.3244 4.7062
C: 0.1629 -2.4827 4.4353
C: -0.1061 -2.1008 3.1306
C: 1.7832 -2.5071 -0.7643
C: 1.9551 -3.8405 -1.1255
C: 3.0507 -4.2156 -1.8884
C: 3.9740 -3.2593 -2.2932
C: 3.7991 -1.9291 -1.9418
C: 2.7029 -1.5490 -1.1790
H: -4.3670 -4.7232 -1.6220
H: -2.6569 -3.8846 -3.2103
H: -0.6438 -2.7626 -2.3807
H: -2.0252 -3.2874 1.6524
H: -4.0484 -4.3970 0.8102
H: 2.3962 -3.7591 1.5575
H: 2.8754 -4.4288 3.8750
H: 1.4546 -3.6092 5.7273
H: -0.4507 -2.1024 5.2423
H: -0.9133 -1.4065 2.9294
H: 1.2225 -4.5809 -0.8252
H: 3.1797 -5.2519 -2.1748
H: 4.8259 -3.5524 -2.8941
H: 4.5067 -1.1799 -2.2732
H: 2.5518 -0.5049 -0.9267
F: 0.7203 2.1856 -5.1046
C: 0.9887 2.0176 -3.8080
F: 2.0980 1.2907 -3.6965
F: 1.2109 3.2169 -3.2701
S: -0.4464 1.1771 -2.9359
O: 0.1867 0.0648 -2.2404
O: -0.9991 2.1943 -2.0834
N: -1.4498 0.7881 -4.0486
S: -1.3466 -0.5342 -4.9058
O: -2.1428 -1.6038 -4.3796
O: -0.0297 -0.8276 -5.3910
C: -2.2879 0.0776 -6.3692
F: -3.5185 0.4625 -6.0301
F: -2.3882 -0.9169 -7.2626
F: -1.6624 1.1015 -6.9496

Forces on atoms 1 to 2 (eV/Å):
-0.2 -0.3 0.3
0.0 0.0 0.0

Output
* net charge: -1
* HOMO-LUMO gap (spin up / spin down): 7.54 / 6.13 eV
* spin multiplicity: 5
* highest occupied orbital energy (spin up / spin down): -0.1876 / -0.1921 Eh

---

No. 2
# H10O5

A 5-piece molecular cluster, H10O5 overall at a distorted geometry (wB97M-V/def2-TZVPD, OMol25).

Positions of all 15 atoms, in Å:
O: 0.4332 0.0201 -1.4243
H: 0.9203 0.8587 -1.3793
H: -0.3597 0.4198 -1.0941
O: -2.1839 -0.3564 -0.2177
H: -1.8384 -0.2163 0.6941
H: -1.7503 -1.2172 -0.3368
O: -1.2869 -0.6521 2.4090
H: -1.6741 -1.4123 2.8043
H: -0.3324 -0.9509 2.3962
O: 1.0608 -1.9005 0.7982
H: 1.7596 -2.5508 0.4326
H: 0.8917 -1.3061 0.0113
O: 1.1001 2.9695 -1.6110
H: 1.3549 3.8294 -1.8938
H: 1.9053 2.4649 -1.5887

Forces on atoms 1 to 2 (eV/Å):
1.2 0.7 0.1
0.5 -0.6 -0.4

Output
* SMILES: O.O.O.O.O
* HOMO-LUMO gap: 11.50 eV
* highest occupied orbital energy: -0.4045 Eh

---

No. 3
# C35H52BiOP4

C35H52BiOP4 as an isolated structure at a distorted geometry (wB97M-V/def2-TZVPD, OMol25).

Positions of all 93 atoms, in Å:
Bi: 0.3701 -0.6259 0.1393
P: -1.0511 -0.7216 2.8170
P: 2.6777 -2.2327 0.6846
P: -1.0213 -3.2491 0.0012
H: -2.2394 1.5981 -2.7743
C: -3.0901 1.0036 -3.0994
C: -3.9137 0.4031 -2.2524
H: -3.8966 0.5088 -1.1478
C: -0.8597 0.8183 3.8002
C: -0.6303 -2.0375 4.0423
C: -2.8971 -0.7899 2.7559
C: 3.6865 -2.7290 -0.7406
C: 3.7532 -1.2801 1.8089
C: 2.3588 -3.7089 1.6922
C: -2.6551 -2.9536 -0.7705
C: -1.5551 -4.2407 1.4601
C: -0.3041 -4.3136 -1.3246
H: -3.1975 0.8319 -4.1714
H: -4.7327 -0.1840 -2.6574
H: -1.4003 1.6476 3.3218
H: 0.1939 1.1132 3.8905
H: -1.2774 0.6521 4.8030
H: 0.4576 -2.2036 4.0718
H: -1.1159 -2.9931 3.7955
H: -0.9636 -1.7141 5.0380
H: -3.2824 0.1070 2.2466
H: -3.2883 -0.8075 3.7847
H: -3.2568 -1.6781 2.2157
H: 4.5582 -3.3172 -0.4311
H: 4.0361 -1.8368 -1.2750
H: 3.0831 -3.3250 -1.4373
H: 4.7628 -1.7046 1.8317
H: 3.3301 -1.2848 2.8235
H: 3.8150 -0.2398 1.4730
H: 3.3155 -4.1863 1.9379
H: 1.7187 -4.4239 1.1612
H: 1.8626 -3.4198 2.6288
H: -3.0067 -3.8796 -1.2489
H: -2.5347 -2.1689 -1.5277
H: -3.3817 -2.6251 -0.0163
H: -1.9360 -5.2263 1.1562
H: -2.3594 -3.7002 1.9837
H: -0.7082 -4.3670 2.1462
H: -0.8639 -5.2557 -1.4192
H: 0.7532 -4.5270 -1.1209
H: -0.3626 -3.7801 -2.2888
C: -0.1398 -1.2854 -3.0766
C: 1.2421 -1.5469 -3.3071
C: 1.5722 -2.5257 -4.2582
C: 0.5598 -3.1800 -4.9842
C: -0.7511 -2.7645 -4.8692
C: -1.0862 -1.7020 -4.0269
O: -0.6313 -0.8777 -1.9122
H: 1.8345 0.2708 0.7618
H: 2.0603 -0.9842 -2.8335
H: 2.6158 -2.7683 -4.4657
H: 0.7978 -4.0281 -5.6068
H: -1.5707 -3.2214 -5.4061
H: -2.0579 -1.2104 -3.9472
C: 3.6288 4.2465 2.9228
C: 3.2874 2.9119 3.2079
C: 2.3332 2.2717 2.4220
C: 1.7132 2.9668 1.3716
C: 2.0775 4.2788 1.0685
C: 3.0290 4.9294 1.8508
P: 0.4500 2.1562 0.3807
C: -1.1245 2.8861 0.9018
C: -2.2828 2.4750 0.2123
C: -3.5276 2.9757 0.5768
C: -3.6256 3.8943 1.6404
C: -2.4829 4.2703 2.3604
C: -1.2346 3.7694 1.9903
C: 0.6813 2.7052 -1.3298
C: -0.1323 3.6995 -1.8980
C: 0.0121 4.0125 -3.2490
C: 0.9305 3.3215 -4.0422
C: 1.7537 2.3418 -3.4679
C: 1.6874 2.0900 -2.1043
H: 4.3680 4.7545 3.5426
H: 3.7573 2.3842 4.0313
H: 2.0835 1.2123 2.5993
H: 1.6055 4.7923 0.2139
H: 3.2897 5.9562 1.6234
H: -2.2012 1.7720 -0.6312
H: -4.4133 2.6617 0.0362
H: -4.5921 4.3161 1.8991
H: -2.5576 4.9643 3.1929
H: -0.3354 4.0662 2.5477
H: -0.8631 4.2146 -1.2759
H: -0.6252 4.7933 -3.6712
H: 1.0164 3.5605 -5.1052
H: 2.4811 1.7926 -4.0781
H: 2.4157 1.4284 -1.6155

Forces on atoms 1 to 2 (eV/Å):
-1.5 -1.2 1.3
-0.3 0.3 0.8

Output
* net charge: +3
* HOMO-LUMO gap (spin up / spin down): 5.50 / 4.71 eV
* highest occupied orbital energy (spin up / spin down): -0.5868 / -0.5817 Eh

---

What did the second record say?
# H10O5

A 5-piece molecular cluster, H10O5 overall at a distorted geometry (wB97M-V/def2-TZVPD, OMol25).

Positions of all 15 atoms, in Å:
O: 0.4332 0.0201 -1.4243
H: 0.9203 0.8587 -1.3793
H: -0.3597 0.4198 -1.0941
O: -2.1839 -0.3564 -0.2177
H: -1.8384 -0.2163 0.6941
H: -1.7503 -1.2172 -0.3368
O: -1.2869 -0.6521 2.4090
H: -1.6741 -1.4123 2.8043
H: -0.3324 -0.9509 2.3962
O: 1.0608 -1.9005 0.7982
H: 1.7596 -2.5508 0.4326
H: 0.8917 -1.3061 0.0113
O: 1.1001 2.9695 -1.6110
H: 1.3549 3.8294 -1.8938
H: 1.9053 2.4649 -1.5887

Forces on atoms 1 to 2 (eV/Å):
1.2 0.7 0.1
0.5 -0.6 -0.4

Output
* SMILES: O.O.O.O.O
* HOMO-LUMO gap: 11.50 eV
* highest occupied orbital energy: -0.4045 Eh